# 1
The following is a DFT calculation (ωB97M-V with the def2-TZVPD basis set) of 2 unconnected molecules or ions with the total composition C4H3N2O4S2.

XYZ file:
```
15
C4H3N2O4S2 (ωB97M-V with the def2-TZVPD basis set)
O -3.2705 1.9008 -0.1994
C 2.3914 -0.0664 -0.0702
S 0.5878 -0.4555 1.6820
H 3.2805 0.0828 -0.5219
O -2.3061 -0.5300 0.7683
H 3.0286 0.1326 1.9534
H 1.1253 -0.0731 -1.8503
C 0.1230 -0.5903 0.0905
O -1.9146 -0.1617 -1.5239
S -1.5711 -1.0136 -0.3822
C 1.1092 -0.1898 -0.7599
C 2.2345 -0.1223 1.3048
O -1.5946 -2.4724 -0.5176
N -2.1482 1.7242 -0.0795
N -1.0750 1.8348 0.1059
```

The energy is -37036.191 eV. As for the LUMO energy: 3.14 eV. For the highest occupied orbital energy, the calculation gives -0.1992 Ha. The frontier orbital gap is 0.3148 Eh. Its max |F| is 4.8 eV/Å. As for the charge: -1.

Mulliken atomic charge list, values in e, 6 entries: O -0.595; C -0.526; S -0.175; H 0.484; O -0.705; H 0.412

***

# 2
The following is a DFT calculation (ωB97M-V with the def2-TZVPD basis set) of 2 unconnected molecules or ions with the total composition C4H3N2O4S2.

XYZ file:
```
15
C4H3N2O4S2 (ωB97M-V with the def2-TZVPD basis set)
S -1.0587 0.9939 1.7505
S -3.2311 1.2509 -0.3125
N -2.8200 -2.7574 0.3515
H -0.6303 0.4191 -1.7559
O -2.9058 -2.6996 -0.7910
O -3.8002 -0.0594 0.0144
H 1.5646 -0.1697 -0.4474
C -1.5078 0.9704 0.1051
C -0.5129 0.5131 -0.6918
C 0.6662 0.1932 0.0274
C 0.5236 0.4014 1.3615
N -2.7035 -2.9130 1.4422
H 1.2426 0.2491 2.1428
O -3.2165 1.5837 -1.7300
O -3.6759 2.3266 0.5606
```

The energy is -37037.286 eV. As for the LUMO energy: 3.14 eV. For the highest occupied orbital energy, the calculation gives -0.1950 Ha. The frontier orbital gap is 0.3103 Eh. Its max |F| is 2.9 eV/Å. As for the charge: -1.

Mulliken atomic charge list, values in e, 6 entries: S -0.142; S 1.148; N 0.943; H 0.437; O -0.503; O -0.620

***

# 3
The following is a DFT calculation (ωB97M-V with the def2-TZVPD basis set) of 2 unconnected molecules or ions with the total composition C4H3N3.

XYZ file:
```
10
C4H3N3 (ωB97M-V with the def2-TZVPD basis set)
C 0.0038 -1.9511 -1.1079
H -0.5864 0.1499 -0.4085
H 1.9604 -1.5287 -0.0253
C 1.0485 -1.7367 -0.5450
N -1.2561 1.9070 0.2836
C -1.8344 2.9389 0.2819
N 1.5954 0.8305 1.6372
C 0.5873 0.8077 1.0653
H -0.9208 -2.1631 -1.5998
N -0.5978 0.7455 0.4184
```

The energy is -8661.167 eV. As for the LUMO energy: 0.61 eV. For the highest occupied orbital energy, the calculation gives -0.3929 Ha. The frontier orbital gap is 0.4153 Eh. Its max |F| is 1.8 eV/Å. As for the charge: 0.

Mulliken atomic charge list, values in e, 6 entries: C -0.600; H 0.183; H 0.453; C -0.191; N 0.064; C -0.247